ORCA calculation (ωB97M-V/def2-TZVPD) on a structure of composition C15H21AlBr36IS2.

```
! RIJCOSX wB97M-V def2-TZVPD def2/J DEFGRID3
* xyz -1 1
S 3.20252 -0.55952 -4.89683
C 1.85939 -1.56858 -4.06913
C 0.95004 -2.47766 -5.13088
C -0.46193 -2.80492 -4.29741
Al -1.77980 -1.29771 -4.74976
S -1.20947 0.76180 -3.93038
I -2.06271 -1.05869 -7.32286
H 2.67725 0.40170 -5.77568
H 1.11504 -0.93636 -3.40440
H 2.37006 -2.35349 -3.33253
H 0.76259 -1.93214 -6.14918
H 1.45675 -3.53970 -5.28529
H -0.86831 -3.87847 -4.53269
H -0.15106 -2.76788 -3.15123
H -3.17234 -1.68782 -4.09866
H -1.32942 0.77026 -2.52233
C -2.20062 3.75404 -1.57665
Br -3.85453 4.48888 -0.86331
Br -1.43032 4.90106 -2.94606
Br -0.92154 3.34926 -0.16795
H -2.45469 2.80512 -2.06018
C 0.94226 4.75267 2.91843
Br 2.37631 5.57276 1.89118
Br 1.17798 2.82863 3.08211
Br 0.71570 5.60430 4.65271
H 0.01511 4.91478 2.35904
C 5.27926 -1.23612 -0.98217
Br 6.49463 0.27517 -1.13427
Br 3.44384 -0.66221 -0.68862
Br 5.42682 -2.43958 -2.50344
H 5.58280 -1.80259 -0.09572
C 0.18208 -1.04225 1.66104
Br -1.62468 -1.50287 2.21574
Br 1.42465 -2.51075 1.95056
Br 0.23431 -0.40114 -0.17487
H 0.51099 -0.21477 2.29816
C -6.53578 -2.38586 -2.53147
Br -4.82266 -2.06063 -1.66909
Br -6.49732 -1.91434 -4.41840
Br -7.15118 -4.21027 -2.25369
H -7.26571 -1.72567 -2.05173
C 7.86808 -1.48481 2.67091
Br 9.08345 0.02648 2.51881
Br 6.03266 -0.91090 2.96446
Br 8.01564 -2.68827 1.14964
H 8.17162 -2.05128 3.55736
C -2.31570 7.56479 1.33445
Br -0.96223 6.80266 0.16333
Br -3.86287 8.19560 0.33814
Br -2.82126 6.33391 2.75350
H -1.86648 8.43991 1.81525
C -3.26000 -5.69012 1.27569
Br -1.53031 -4.88967 1.66516
Br -4.69106 -4.85120 2.29185
Br -3.63847 -5.70292 -0.63243
H -3.20871 -6.73509 1.59851
C 1.17873 2.69954 7.41152
Br 0.50150 2.80859 9.23188
Br 3.08874 3.05880 7.32710
Br 0.72287 1.00597 6.56988
H 0.67962 3.48668 6.83698
C -6.49853 -8.93650 0.36321
Br -7.11815 -7.26290 -0.41100
Br -7.97636 -10.03357 0.99308
Br -5.34048 -9.91350 -0.85692
H -5.89502 -8.67921 1.23979
C 11.89444 -0.27859 -0.38311
Br 12.62867 1.52077 -0.46935
Br 10.25538 -0.44187 -1.41806
Br 13.20757 -1.62125 -0.89036
H 11.63213 -0.46710 0.66306
C -7.16196 7.33742 2.82569
Br -8.28281 8.90030 2.53356
Br -7.62440 6.41291 4.47364
Br -7.17844 6.13835 1.29393
H -6.13421 7.69763 2.93873
*
```

Calculated values
* orbital gap: 0.226 Ha
* E_HOMO: -0.1955 Ha

Computed Mulliken charges, given in elementary charges:
1 S -0.2417
2 C -0.0752
3 C -0.3365
4 C -0.5253
5 Al 0.1364
6 S -0.2182
7 I -0.4174
8 H 0.1120
9 H -0.1293
10 H 0.1913
11 H 0.1909
12 H 0.2052
13 H 0.2903
14 H 0.1171
15 H -0.1222
16 H -0.1057
17 C -0.3286
18 Br 0.0117
19 Br 0.0132
20 Br 0.2289
21 H 0.1829
22 C 0.1724
23 Br 0.0044
24 Br 0.0902
25 Br -0.0750
26 H -0.1989
27 C -0.0941
28 Br 0.0066
29 Br 0.0970
30 Br -0.0577
31 H 0.0366
32 C 0.0126
33 Br -0.0314
34 Br -0.0355
35 Br 0.0864
36 H -0.0691
37 C -0.3913
38 Br 0.0526
39 Br -0.0037
40 Br -0.0300
41 H 0.3653
42 C -0.3172
43 Br -0.0251
44 Br 0.0073
45 Br -0.0315
46 H 0.3682
47 C -0.3630
48 Br -0.0247
49 Br -0.0514
50 Br -0.0190
51 H 0.4312
52 C -0.2699
53 Br -0.0298
54 Br -0.0378
55 Br 0.0271
56 H 0.2991
57 C -0.0561
58 Br -0.0438
59 Br 0.0026
60 Br 0.0010
61 H 0.0589
62 C -0.3001
63 Br 0.0485
64 Br -0.0470
65 Br -0.0073
66 H 0.2912
67 C -0.2257
68 Br -0.0217
69 Br 0.0653
70 Br -0.0278
71 H 0.1998
72 C -0.1848
73 Br -0.0201
74 Br -0.0212
75 Br 0.0205
76 H 0.1869

ORCA calculation (ωB97M-V/def2-TZVPD) on a structure of composition C3BaLiO6.

```
! RIJCOSX wB97M-V def2-TZVPD def2/J DEFGRID3
* xyz 1 1
C 1.52689 -1.34607 -0.09711
O 1.84227 -2.53238 -0.06315
C 2.53782 -0.18102 0.17293
O 2.01098 0.97877 0.03263
O 3.70156 -0.43879 0.41673
Li -0.01389 -2.94749 -0.76441
Ba -0.21355 1.41097 -0.48082
O 0.32559 -0.98291 -0.41288
O -5.02421 1.93682 0.66523
O -2.77318 2.05289 0.15098
C -3.92029 2.04921 0.37988
*
```

Calculated values
* orbital gap: 0.295 Ha
* E_HOMO: -0.4516 Ha

Computed Mulliken charges, given in elementary charges:
1 C 1.0338
2 O -0.7855
3 C 0.4737
4 O -0.8126
5 O -0.5237
6 Li 0.8918
7 Ba 1.7885
8 O -1.0226
9 O -0.2437
10 O -0.4237
11 C 0.6241

ORCA calculation (ωB97M-V/def2-TZVPD) on a cluster of 3 separate species, CH9NO3 in total.

```
! RIJCOSX wB97M-V def2-TZVPD def2/J DEFGRID3
* xyz 0 1
N -2.12574 0.07593 1.41817
C -0.91213 -0.13255 0.54781
O -0.09266 -1.12577 1.20273
H -2.44856 -0.93647 1.62463
H -3.04615 0.48415 1.01358
H -1.30711 -0.60209 -0.35157
H -0.40211 0.84735 0.38239
H -0.34152 -1.17756 2.11873
O 4.27980 1.28700 1.27801
H 3.77332 0.86437 0.54535
H 3.80553 1.08093 2.09245
O -0.26525 0.14444 -3.75309
H -0.90813 0.02261 -4.59440
H -0.00928 -0.83233 -3.52480
*
```

Calculated values
* orbital gap: 0.379 Ha
* relative energy (zero: lowest compared OMol25 entry of this formula, charge and spin): 32.63 kcal per mole
* E_HOMO: -0.3580 Ha

Computed natural (NBO) charges, given in elementary charges:
1 N -0.8878
2 C 0.1013
3 O -0.7309
4 H 0.3469
5 H 0.3776
6 H 0.1531
7 H 0.1663
8 H 0.4734
9 O -0.9442
10 H 0.4736
11 H 0.4707
12 O -0.9458
13 H 0.4728
14 H 0.4731

ORCA calculation (ωB97M-V/def2-TZVPD) on a structure of composition C29H26GdN2O3S4.

```
! RIJCOSX wB97M-V def2-TZVPD def2/J DEFGRID3
* xyz -1 8
Gd -0.74536 0.49345 -0.61880
O -0.37573 -2.00686 -1.33302
C -0.66979 -3.18173 -0.58922
C 0.48414 -3.57474 0.31928
C 1.03129 -2.43528 1.18370
C 0.00747 -1.87069 2.12398
C -0.06546 -2.31195 3.44220
C -1.02459 -1.78241 4.28522
C -1.90631 -0.83760 3.78945
C -1.78066 -0.46236 2.46426
N -0.83979 -0.95163 1.64860
H 0.51623 -2.02563 -1.71359
H -0.90834 -4.00729 -1.26697
H -1.57752 -2.95012 -0.03204
H 1.30334 -3.97024 -0.29041
H 0.15219 -4.40302 0.95488
H 1.41583 -1.64695 0.52971
H 1.88238 -2.79453 1.76521
H 0.64666 -3.04637 3.79560
H -1.07618 -2.09853 5.31990
H -2.66677 -0.37814 4.40446
H -2.43982 0.27705 2.02798
S -5.28045 1.03076 -2.18077
C -3.72411 0.78509 -1.67993
S -3.27167 -0.54752 -0.62982
S -2.44573 1.89897 -2.19722
O 1.92024 -1.07802 -8.47188
C 1.50866 0.03702 -7.80722
O 1.11584 0.98113 -8.43492
C 1.60221 -0.00122 -6.31770
C 2.37306 -0.93009 -5.62332
C 2.43693 -0.90425 -4.24237
C 1.73381 0.05135 -3.49561
S 1.88822 0.06364 -1.73319
C 0.96887 0.98034 -4.20743
C 0.90479 0.95645 -5.58977
H 2.08590 -1.77796 -7.83144
H 2.97113 -1.67627 -6.13787
H 3.05535 -1.62389 -3.72077
H 0.40183 1.73809 -3.67737
H 0.30513 1.68031 -6.12440
N -0.45854 1.86341 1.14044
C 0.09128 2.44218 2.10326
C -0.75879 2.87487 3.28354
C -0.30577 2.83063 4.59764
C -1.17630 3.07615 5.65501
C -2.50361 3.38830 5.40546
C -2.96064 3.45093 4.09263
C -2.09648 3.18763 3.04315
C 1.58013 2.66875 2.18723
C 2.11901 3.86018 2.66461
C 3.49102 4.07423 2.64369
C 4.34221 3.09076 2.15825
C 3.81352 1.89506 1.68890
C 2.44267 1.69362 1.70127
H 0.72715 2.57719 4.80163
H -0.81676 3.01711 6.67516
H -3.18177 3.58103 6.22767
H -3.99377 3.70152 3.88674
H -2.43864 3.19822 2.01566
H 1.45892 4.63278 3.03985
H 3.89283 5.01574 2.99725
H 5.41084 3.26218 2.12997
H 4.46451 1.12589 1.29335
H 2.02136 0.77427 1.31152
*
```

Calculated values
* orbital gap (spin up / spin down): 0.223 / 0.246 Ha
* relative energy (zero: lowest compared OMol25 entry of this formula, charge and spin): 1.22 kcal per mole
* E_HOMO (spin up / spin down): -0.1639 / -0.1657 Ha

Computed Mulliken charges, given in elementary charges:
1 Gd 0.7062
2 O -0.2892
3 C -0.6500
4 C -0.8463
5 C -0.1870
6 C 0.2750
7 C -0.6391
8 C -0.5523
9 C -0.8365
10 C -0.4493
11 N 0.8347
12 H 0.2236
13 H 0.3115
14 H 0.3227
15 H 0.3809
16 H 0.4030
17 H -0.3652
18 H 0.6460
19 H 0.4766
20 H 0.4086
21 H 0.4576
22 H 0.3866
23 S -0.3377
24 C 0.2475
25 S -0.3805
26 S -0.3504
27 O -0.4829
28 C 0.6117
29 O -0.5635
30 C 0.8504
31 C -0.7081
32 C -0.9782
33 C 0.4971
34 S -0.3565
35 C -0.5211
36 C -0.7872
37 H 0.2819
38 H 0.2334
39 H 0.4170
40 H 0.3987
41 H 0.4324
42 N -0.3749
43 C -0.3808
44 C 0.7551
45 C -0.2024
46 C -0.7666
47 C -0.4375
48 C -0.6473
49 C -0.5678
50 C -0.1217
51 C -0.0370
52 C -0.7609
53 C -0.3779
54 C -0.7865
55 C 0.0750
56 H 0.4337
57 H 0.3906
58 H 0.3889
59 H 0.4080
60 H 0.5212
61 H 0.4712
62 H 0.3684
63 H 0.3717
64 H 0.4042
65 H 0.3514

ORCA calculation (ωB97M-V/def2-TZVPD) on the ion C4H12N2O with charge +2.

```
! RIJCOSX wB97M-V def2-TZVPD def2/J DEFGRID3
* xyz 2 1
N 0.73418 0.08640 2.66347
C -0.13322 -0.17386 1.46810
C 0.40471 0.37350 0.15021
C -0.35049 -0.24500 -1.04095
N 0.52083 -0.42432 -2.30388
C -1.60891 0.55922 -1.41144
O -2.35891 0.81725 -0.53677
H 1.17024 1.01856 2.60796
H 0.16337 0.01186 3.51462
H 1.52220 -0.56688 2.68541
H -1.15376 0.14959 1.67070
H -0.31040 -1.24808 1.38369
H 1.46738 0.11935 0.03586
H 0.39516 1.46342 0.12857
H -0.69091 -1.25101 -0.78819
H 1.37620 -0.96524 -2.14566
H -0.07903 -1.01544 -2.90192
H 0.73043 0.48026 -2.71255
H -1.79907 0.81044 -2.46720
*
```

Calculated values
* orbital gap: 0.404 Ha
* relative energy (zero: lowest compared OMol25 entry of this formula, charge and spin): 9.72 kcal per mole
* E_HOMO: -0.6714 Ha

Computed natural (NBO) charges, given in elementary charges:
1 N -0.6663
2 C -0.2422
3 C -0.4441
4 C -0.1395
5 N -0.6775
6 C 0.4023
7 O -0.4177
8 H 0.4555
9 H 0.4753
10 H 0.4551
11 H 0.2747
12 H 0.2379
13 H 0.2299
14 H 0.2590
15 H 0.2541
16 H 0.4608
17 H 0.4651
18 H 0.4577
19 H 0.1599

ORCA calculation (ωB97M-V/def2-TZVPD) on a cluster of 3 separate species, C3H8N2 in total.

```
! RIJCOSX wB97M-V def2-TZVPD def2/J DEFGRID3
* xyz 0 1
C -1.44322 -0.20315 -0.65779
C -0.51718 0.09365 0.79655
C 0.98614 0.09858 0.36761
H -1.42540 -1.28470 -1.33532
H -1.35478 0.68225 -1.53945
H -2.46019 -0.20404 -0.26057
H -0.64172 -0.82724 1.94917
H -0.82379 1.44972 1.27018
H 0.50505 -0.51646 -1.68548
H 2.21854 -0.30105 -1.18730
H 1.62190 0.98369 2.06067
N 1.29213 -0.64828 -0.85252
N 2.04255 0.67702 1.07425
*
```

Calculated values
* orbital gap: 0.361 Ha
* relative energy (zero: lowest compared OMol25 entry of this formula, charge and spin): 144.07 kcal per mole
* E_HOMO: -0.3353 Ha

Computed natural (NBO) charges, given in elementary charges:
1 C -0.6816
2 C -0.4744
3 C 0.3770
4 H 0.2334
5 H 0.2270
6 H 0.2208
7 H 0.2675
8 H 0.2517
9 H 0.3927
10 H 0.3957
11 H 0.3323
12 N -0.8371
13 N -0.7049

no.,total energy (hartree)
1,-94585.1394
2,-598.7516
3,-323.9156
4,-3814.5312
5,-343.7066
6,-228.4191